(1)
C37H31F8NO12SSi | ωB97M-V with the def2-TZVPD basis set

Geometry as XYZ:
```
91
C37H31F8NO12SSi (ωB97M-V with the def2-TZVPD basis set)
N 0.79 -4.56 -1.76
C 1.13 -3.56 -2.78
C 1.69 -2.30 -2.15
C 2.15 -1.31 -3.20
C 1.02 -0.87 -4.14
Si 0.22 0.72 -3.68
F -0.47 1.44 -4.91
S -1.25 0.60 -2.00
O -1.60 1.98 -1.77
O -0.66 -0.06 -0.86
C -2.87 -0.19 -2.49
F -3.19 0.32 -3.70
F -3.78 0.24 -1.60
C -2.88 -1.75 -2.55
F -3.97 -2.19 -1.88
F -1.80 -2.28 -1.98
C -3.01 -2.33 -3.98
F -4.23 -2.07 -4.48
F -2.07 -1.80 -4.79
F -2.83 -3.67 -3.92
H -0.01 -5.08 -2.10
H 1.52 -5.25 -1.71
H 0.23 -3.36 -3.33
H 1.85 -3.95 -3.49
H 0.99 -1.89 -1.45
H 2.57 -2.62 -1.60
H 2.66 -0.47 -2.74
H 2.90 -1.80 -3.79
H 0.30 -1.67 -4.24
H 1.41 -0.72 -5.14
H 1.20 1.67 -3.12
C -0.19 -5.00 1.34
C -0.64 -4.50 2.49
C -1.41 -5.34 3.44
O -1.82 -4.88 4.49
C -1.66 -6.75 3.07
C -1.22 -7.25 1.92
C -0.45 -6.41 0.97
O -0.06 -6.87 -0.08
H 0.36 -4.42 0.62
H -0.47 -3.47 2.78
H -2.23 -7.34 3.78
H -1.40 -8.28 1.63
C 4.52 -0.25 -6.90
C 4.60 0.69 -7.84
C 5.27 1.99 -7.58
O 5.34 2.84 -8.43
C 5.84 2.20 -6.22
C 5.76 1.27 -5.28
C 5.09 -0.03 -5.55
O 5.02 -0.89 -4.69
H 4.04 -1.21 -7.07
H 4.19 0.55 -8.84
H 6.32 3.16 -6.05
H 6.16 1.40 -4.29
C -2.62 2.28 1.95
C -1.77 1.26 1.88
C -0.95 0.86 3.06
O -0.17 -0.06 3.01
C -1.13 1.65 4.32
C -1.99 2.67 4.37
C -2.80 3.05 3.20
O -3.59 3.98 3.25
H -3.22 2.59 1.10
H -1.64 0.71 0.95
H -0.53 1.37 5.18
H -2.14 3.26 5.27
C -3.64 7.78 2.43
C -3.75 6.67 1.70
C -3.89 6.74 0.23
O -3.99 5.73 -0.44
C -3.90 8.08 -0.40
C -3.80 9.19 0.33
C -3.65 9.12 1.80
O -3.55 10.13 2.47
H -3.54 7.75 3.51
H -3.74 5.67 2.15
H -4.01 8.11 -1.48
H -3.80 10.18 -0.11
C 1.07 -1.25 8.30
C 2.09 -1.96 8.76
C 3.48 -1.70 8.30
O 4.41 -2.35 8.71
C 3.68 -0.61 7.31
C 2.66 0.10 6.85
C 1.27 -0.16 7.31
O 0.34 0.50 6.90
H 0.05 -1.42 8.62
H 1.97 -2.76 9.48
H 4.70 -0.44 6.99
H 2.78 0.90 6.13
```

## Properties
SMILES string: NCCCC[Si@@H](F)S(=O)(=O)C(F)(F)C(F)(F)C(F)(F)F.O=C1C=CC(=O)C=C1.O=C1C=CC(=O)C=C1.O=C1C=CC(=O)C=C1.O=C1C=CC(=O)C=C1.O=C1C=CC(=O)C=C1
max |F|: 1.87 eV/A
multiplicity: 1
frontier orbital gap: 7.697 eV
highest occupied orbital energy: -9.6 eV

Calculated atomic charges, method Löwdin, unit e: N 0.02; C -0.28; C -0.20; C -0.26; C -0.26; Si 0.59; F -0.14; S 0.64; O -0.33; O -0.34; C -0.47; F 0.11; F 0.13; C -0.38; F 0.17; F 0.15; C -0.51; F 0.18; F 0.16; F 0.17; H 0.06; H 0.07; H 0.08; H 0.12; H 0.09; H 0.12; H 0.10; H 0.09; H 0.04; H 0.08; H 0.03; C 0.02; C 0.03; C -0.39; O 0.10; C 0.02; C 0.02; C -0.38; O 0.09; H 0.09; H 0.12; H 0.12; H 0.12; C 0.02; C 0.02; C -0.39; O 0.11; C 0.02; C 0.02; C -0.38; O 0.10; H 0.12; H 0.12; H 0.12; H 0.12; C 0.03; C 0.03; C -0.36; O 0.10; C 0.03; C 0.02; C -0.37; O 0.07; H 0.12; H 0.08; H 0.08; H 0.12; C 0.02; C 0.03; C -0.38; O 0.11; C 0.02; C 0.02; C -0.39; O 0.10; H 0.12; H 0.08; H 0.12; H 0.12; C 0.03; C 0.02; C -0.39; O 0.11; C 0.02; C 0.03; C -0.37; O 0.09; H 0.12; H 0.12; H 0.12; H 0.12

---

(2)
C37H31KNO2PSi | ωB97M-V with the def2-TZVPD basis set

Geometry as XYZ:
```
74
C37H31KNO2PSi (ωB97M-V with the def2-TZVPD basis set)
K -1.34 -1.51 2.32
O -3.67 -3.68 1.65
N -3.36 -2.54 0.93
C -3.50 -2.61 -0.33
C -3.21 -1.53 -1.30
C -2.93 -2.02 -2.58
C -2.64 -1.17 -3.63
C -2.67 0.20 -3.42
C -2.95 0.69 -2.16
C -3.21 -0.15 -1.06
P -3.60 0.63 0.58
C -4.41 2.17 0.00
C -3.90 3.45 0.22
C -4.61 4.57 -0.19
C -5.83 4.43 -0.83
C -6.35 3.15 -1.05
C -5.65 2.04 -0.63
C -1.96 1.25 1.11
C -0.91 1.58 0.25
C 0.28 2.09 0.74
C 0.46 2.27 2.10
C -0.57 1.94 2.98
C -1.76 1.44 2.49
H -3.89 -4.40 1.03
H -3.85 -3.55 -0.78
H -2.93 -3.09 -2.75
H -2.42 -1.58 -4.61
H -2.46 0.89 -4.23
H -2.99 1.76 -2.01
H -2.94 3.57 0.70
H -4.20 5.56 -0.02
H -6.38 5.30 -1.16
H -7.30 3.03 -1.55
H -6.06 1.05 -0.79
H -1.01 1.42 -0.81
H 1.09 2.32 0.06
H 1.41 2.64 2.48
H -0.43 2.06 4.05
H -2.55 1.12 3.17
O 0.67 -1.16 1.20
Si 2.15 -1.07 0.63
C 3.16 0.37 1.35
C 3.39 0.35 2.74
C 4.03 1.39 3.39
C 4.48 2.49 2.67
C 4.28 2.53 1.29
C 3.63 1.48 0.65
C 3.19 -2.59 1.06
C 4.58 -2.55 1.21
C 5.31 -3.70 1.49
C 4.67 -4.92 1.64
C 3.29 -4.98 1.50
C 2.56 -3.84 1.21
C 2.20 -0.84 -1.24
C 1.02 -0.63 -1.96
C 1.04 -0.43 -3.34
C 2.24 -0.44 -4.03
C 3.43 -0.66 -3.33
C 3.40 -0.86 -1.96
H 3.04 -0.50 3.32
H 4.20 1.34 4.46
H 4.99 3.30 3.17
H 4.64 3.38 0.72
H 3.48 1.54 -0.42
H 5.10 -1.60 1.11
H 6.39 -3.64 1.61
H 5.24 -5.81 1.87
H 2.78 -5.93 1.62
H 1.48 -3.89 1.11
H 0.07 -0.64 -1.43
H 0.11 -0.26 -3.87
H 2.26 -0.28 -5.10
H 4.37 -0.68 -3.87
H 4.33 -1.05 -1.44
```

## Properties
ΔE to the lowest compared entry with this formula, charge and spin: 20.69 kcal/mol
max |F|: 0.45 eV/A
multiplicity: 1
frontier orbital gap: 8.127 eV
highest occupied orbital energy: -8.3 eV

Calculated atomic charges, method Löwdin, unit e: K 0.82; O -0.05; N -0.10; C -0.11; C -0.20; C -0.04; C -0.07; C -0.07; C -0.10; C -0.29; P 1.11; C -0.40; C -0.08; C -0.08; C -0.09; C -0.08; C -0.11; C -0.44; C -0.08; C -0.06; C -0.05; C -0.07; C -0.18; H 0.09; H 0.13; H 0.11; H 0.11; H 0.11; H 0.11; H 0.10; H 0.10; H 0.10; H 0.10; H 0.10; H 0.09; H 0.11; H 0.10; H 0.11; H 0.10; O -0.52; Si 0.39; C -0.23; C -0.11; C -0.10; C -0.11; C -0.10; C -0.11; C -0.21; C -0.10; C -0.10; C -0.11; C -0.10; C -0.10; C -0.21; C -0.09; C -0.09; C -0.10; C -0.09; C -0.10; H 0.11; H 0.10; H 0.10; H 0.10; H 0.10; H 0.10; H 0.10; H 0.10; H 0.09; H 0.09; H 0.08; H 0.08; H 0.10; H 0.10; H 0.10